1.
Formula: H24NO10
Source: the Open Molecules 2025 dataset
Level of theory: ωB97M-V/def2-TZVPD

Values from the calculation:
- 2S+1: 1
- Net charge: +1
- E_HOMO: -0.5109 Ha
- Gap between HOMO and LUMO: 10.7186 eV
- Energy above the lowest of the compared OMol25 structures with the same formula, charge and spin: 0.9293 eV

Structure (XYZ):
```
35
Properties=species:S:1:pos:R:3:forces:R:3:lowdin_charge:R:1
N -20.539 2.417 3.985 0.8 -0.1 1.1 0.278
H -20.263 2.937 3.165 -1.2 -0.1 -1.0 0.034
H -20.929 1.493 3.867 -0.7 -0.1 -0.5 0.086
H -21.066 2.967 4.648 -0.8 0.1 -0.2 0.075
H -19.607 2.272 4.348 0.3 -0.3 0.6 0.051
O -17.960 2.198 4.172 0.7 0.0 0.2 -0.020
H -17.355 2.455 3.476 0.1 0.0 -0.5 0.078
H -17.398 1.829 4.853 0.2 -0.2 0.3 0.081
O -18.669 5.271 4.084 -0.2 -0.3 -0.2 -0.027
H -18.812 5.961 4.733 -0.1 0.3 0.1 0.060
H -17.982 4.723 4.463 0.2 -0.2 0.2 0.035
O -23.693 0.160 5.279 -0.9 0.2 0.0 -0.045
H -22.786 -0.133 5.185 0.4 0.0 0.1 -0.020
H -23.994 -0.247 6.092 -0.3 -0.3 0.1 0.057
O -21.044 -0.240 5.075 0.3 0.1 -0.3 -0.021
H -20.283 -0.258 5.655 0.1 0.0 0.4 0.078
H -20.924 -0.994 4.498 0.0 -0.4 -0.4 0.083
O -21.847 1.056 1.574 0.3 0.0 0.4 -0.030
H -22.573 0.693 1.067 -0.2 -0.2 -0.1 0.061
H -21.523 1.784 1.043 0.0 0.3 -0.2 0.039
O -19.664 3.653 1.819 0.2 -0.1 -0.4 -0.031
H -19.299 3.928 0.978 0.0 0.0 -0.4 0.085
H -19.287 4.261 2.454 0.2 0.9 0.3 0.008
O -22.755 2.617 5.867 0.3 0.9 0.0 -0.061
H -23.471 1.982 5.857 -0.4 -0.6 -0.5 0.029
H -22.273 2.423 6.672 0.3 -0.1 0.5 0.010
O -19.239 -0.477 1.220 0.1 -0.1 0.0 -0.043
H -19.797 0.198 1.606 -0.5 0.2 0.0 -0.024
H -18.425 -0.430 1.721 0.3 -0.1 0.0 0.024
O -20.840 3.174 7.758 0.2 -0.3 -0.2 -0.039
H -21.186 3.937 7.295 -0.1 0.4 0.0 0.039
H -21.099 3.308 8.669 0.0 0.0 0.4 0.062
O -22.320 4.604 3.920 0.4 0.1 -0.2 -0.041
H -22.759 4.344 4.730 -0.5 -0.3 0.4 0.009
H -21.865 5.416 4.143 0.0 0.4 -0.1 0.041
```
Positions in Å, forces in eV/Å.

=====

2.
Formula: C6H8N2O2
Source: the Open Molecules 2025 dataset
Level of theory: ωB97M-V/def2-TZVPD

Values from the calculation:
- 2S+1: 1
- SMILES: NC(=O)[C@]1(O)CC=CC=N1
- Net charge: 0
- E_HOMO: -0.3431 Ha
- Gap between HOMO and LUMO: 9.4267 eV
- Energy above the lowest of the compared OMol25 structures with the same formula, charge and spin: 1.7675 eV

Structure (XYZ):
```
18
Properties=species:S:1:pos:R:3:forces:R:3:lowdin_charge:R:1
N 2.994 -0.400 0.596 -1.6 1.1 -0.7 0.178
C 1.928 0.470 0.389 1.6 -2.6 0.4 -0.430
O 2.048 1.624 0.667 -0.5 1.4 0.0 0.079
C 0.600 -0.176 -0.179 0.6 2.9 -3.3 -0.464
O 0.870 -0.919 -1.406 0.4 0.1 1.0 0.000
C -0.217 1.091 -0.669 -1.1 -1.7 -0.6 -0.069
C -1.659 0.848 -0.344 -0.4 3.4 -2.0 -0.085
C -2.174 -0.002 0.487 0.9 -0.5 1.3 -0.082
C -1.201 -0.811 1.137 1.1 -2.4 0.1 -0.114
N 0.008 -1.032 0.725 -1.3 -0.5 3.0 0.123
H 2.745 -1.351 0.626 0.0 -1.2 0.0 0.077
H 3.721 -0.070 1.196 0.2 0.1 0.2 0.101
H -0.009 -1.055 -1.781 0.2 -0.2 -0.1 0.093
H -0.198 1.134 -1.805 0.4 0.1 1.3 0.147
H 0.146 2.048 -0.282 -0.1 -0.3 0.1 0.119
H -2.323 1.552 -0.835 -0.2 0.0 -0.2 0.112
H -3.169 -0.115 0.825 -1.0 0.2 -0.2 0.099
H -1.618 -1.447 1.938 0.7 0.0 -0.2 0.117
```
Positions in Å, forces in eV/Å.

=====

3.
Formula: C4H7NO2
Source: the Open Molecules 2025 dataset
Level of theory: ωB97M-V/def2-TZVPD

Values from the calculation:
- 2S+1: 1
- SMILES: O=C1CNC[C@@H]1O
- Net charge: 0
- E_HOMO: -0.3555 Ha
- Gap between HOMO and LUMO: 10.4980 eV
- Energy above the lowest of the compared OMol25 structures with the same formula, charge and spin: 2.8097 eV

Structure (XYZ):
```
14
Properties=species:S:1:pos:R:3:forces:R:3:lowdin_charge:R:1
O 1.263 1.779 0.753 -0.3 -0.6 -0.4 0.092
C 0.662 0.863 0.223 0.3 0.2 -0.2 -0.354
C 0.095 0.870 -1.177 0.0 0.1 -0.2 -0.138
N -0.545 -0.452 -1.263 -1.0 0.3 0.1 -0.089
C -1.242 -0.526 0.017 0.5 0.2 1.6 -0.125
C 0.225 -0.346 0.998 -0.7 -0.2 -0.7 -0.200
O 0.653 -0.183 2.321 -1.1 0.2 -0.1 -0.012
H -0.653 1.672 -1.267 0.2 0.1 0.1 0.131
H 0.913 1.074 -1.872 -0.2 -0.3 -0.2 0.129
H -1.409 -0.457 -1.826 1.2 0.2 -0.8 0.119
H -1.745 -1.510 0.026 0.3 0.5 0.8 0.115
H -1.962 0.302 0.088 0.0 -0.2 0.5 0.103
H 0.440 -1.358 0.699 1.3 -0.1 -0.4 0.132
H 1.136 0.678 2.354 -0.6 -0.4 -0.2 0.096
```
Positions in Å, forces in eV/Å.

=====

4.
Formula: C4H5N3S
Source: the Open Molecules 2025 dataset
Level of theory: ωB97M-V/def2-TZVPD

Values from the calculation:
- 2S+1: 1
- Net charge: 0
- E_HOMO: -0.3158 Ha
- Gap between HOMO and LUMO: 8.3499 eV
- Energy above the lowest of the compared OMol25 structures with the same formula, charge and spin: 4.8274 eV

Structure (XYZ):
```
13
Properties=species:S:1:pos:R:3:forces:R:3:lowdin_charge:R:1
C -0.141 0.889 -0.002 -5.0 0.9 -0.2 -0.488
C -1.626 0.915 -0.164 -0.1 -0.6 1.3 -0.062
C -1.695 -1.343 0.009 0.3 3.1 1.4 -0.246
C 0.372 -0.349 0.101 1.6 -2.0 -0.8 -0.574
H -0.180 3.137 -0.693 2.5 -4.1 3.4 0.277
H 0.983 2.436 1.057 -2.2 -1.2 -3.9 0.171
H -2.190 1.902 -0.392 1.2 -1.6 0.6 0.124
H -2.235 -2.188 0.113 -2.0 -2.7 0.0 0.073
H 2.052 -1.904 -0.750 0.8 3.4 1.8 0.023
N 0.483 2.083 0.058 1.5 6.2 0.1 -0.038
N -2.377 -0.169 0.078 0.9 1.5 -2.2 0.072
N -0.426 -1.480 0.051 3.5 1.0 -0.2 0.062
S 2.272 -0.443 -0.019 -2.9 -3.9 -1.5 0.606
```
Positions in Å, forces in eV/Å.

=====

Copy entry 2 word for word.
Formula: C6H8N2O2
Source: the Open Molecules 2025 dataset
Level of theory: ωB97M-V/def2-TZVPD

Values from the calculation:
- 2S+1: 1
- SMILES: NC(=O)[C@]1(O)CC=CC=N1
- Net charge: 0
- E_HOMO: -0.3431 Ha
- Gap between HOMO and LUMO: 9.4267 eV
- Energy above the lowest of the compared OMol25 structures with the same formula, charge and spin: 1.7675 eV

Structure (XYZ):
```
18
Properties=species:S:1:pos:R:3:forces:R:3:lowdin_charge:R:1
N 2.994 -0.400 0.596 -1.6 1.1 -0.7 0.178
C 1.928 0.470 0.389 1.6 -2.6 0.4 -0.430
O 2.048 1.624 0.667 -0.5 1.4 0.0 0.079
C 0.600 -0.176 -0.179 0.6 2.9 -3.3 -0.464
O 0.870 -0.919 -1.406 0.4 0.1 1.0 0.000
C -0.217 1.091 -0.669 -1.1 -1.7 -0.6 -0.069
C -1.659 0.848 -0.344 -0.4 3.4 -2.0 -0.085
C -2.174 -0.002 0.487 0.9 -0.5 1.3 -0.082
C -1.201 -0.811 1.137 1.1 -2.4 0.1 -0.114
N 0.008 -1.032 0.725 -1.3 -0.5 3.0 0.123
H 2.745 -1.351 0.626 0.0 -1.2 0.0 0.077
H 3.721 -0.070 1.196 0.2 0.1 0.2 0.101
H -0.009 -1.055 -1.781 0.2 -0.2 -0.1 0.093
H -0.198 1.134 -1.805 0.4 0.1 1.3 0.147
H 0.146 2.048 -0.282 -0.1 -0.3 0.1 0.119
H -2.323 1.552 -0.835 -0.2 0.0 -0.2 0.112
H -3.169 -0.115 0.825 -1.0 0.2 -0.2 0.099
H -1.618 -1.447 1.938 0.7 0.0 -0.2 0.117
```
Positions in Å, forces in eV/Å.

=====

> energy above the lowest of the compared OMol25 structures with the same formula, charge and spin of number 4 (C4H5N3S)?

4.8274 eV

=====

> Number 2 is which compound?

C6H8N2O2

=====

> Look up the E_HOMO of the second one.

-0.3431 Ha